90
Properties=species:S:1:pos:R:3:forces:R:3:lowdin_charge:R:1 method="wB97M-V/def2-TZVPD" molar_mass_g_mol=497.76 total_energy_ha=-1564.94596 fmax_ha_per_bohr=0.0654 smiles=c1cc[nH]c1.c1cc[nH]c1.c1cc[nH]c1.CCOCC.CCOCC.CCOCC.CCOCC charge=0 e_homo_ev=-7.837
C -1.204096 -3.243703 -1.227253 0.157 -0.104 -1.168 -0.080
C -2.510992 -3.091840 -0.449929 0.711 1.527 -0.482 -0.220
O -2.260079 -2.029732 0.518660 0.180 -1.105 -0.622 -0.220
C -3.411021 -1.492969 1.159264 -1.208 -0.841 -1.426 -0.281
C -2.946227 -0.402124 2.055147 0.029 0.443 2.331 -0.069
H -0.352163 -3.172161 -0.572794 0.291 -0.174 0.448 0.039
H -1.052599 -4.127799 -1.893308 -0.599 0.205 0.934 0.093
H -1.083936 -2.437391 -1.949385 -0.114 0.419 0.102 0.054
H -3.284223 -2.700334 -1.119406 -0.171 -0.343 -0.014 0.114
H -2.819060 -4.045322 -0.048764 -0.232 -0.121 0.733 0.112
H -4.132841 -1.134712 0.356570 0.678 -0.139 0.827 0.127
H -3.939859 -2.329193 1.677787 0.288 0.653 0.025 0.130
H -2.263304 -0.836574 2.854563 -0.823 0.506 -0.966 0.073
H -3.787372 0.142592 2.578686 0.717 -0.781 -0.624 0.091
H -2.393349 0.374751 1.536560 0.098 -0.016 -0.349 0.061
C 4.144829 -1.417513 -0.236787 -0.843 1.089 0.676 -0.071
C 3.364839 -2.563640 -0.706211 -0.079 -0.945 -1.021 -0.265
O 3.503635 -2.542184 -2.152265 -0.603 -0.768 1.492 -0.161
C 2.698035 -3.584938 -2.616098 0.299 -0.571 -1.388 -0.335
C 2.836246 -3.714996 -4.130777 -1.633 1.095 -0.285 -0.072
H 3.996829 -0.593972 -0.904782 -0.048 0.525 -0.542 0.057
H 3.780274 -1.074228 0.705057 -0.161 0.219 0.969 0.066
H 5.174856 -1.577878 -0.146121 1.545 -0.465 0.008 0.070
H 3.744066 -3.539213 -0.310472 -0.251 0.567 -0.281 0.132
H 2.280218 -2.511476 -0.445468 0.569 0.137 -0.145 0.115
H 2.975765 -4.550532 -2.162977 0.129 0.148 0.088 0.119
H 1.649739 -3.428960 -2.343404 -0.156 0.223 -0.008 0.097
H 1.943183 -4.325999 -4.422436 1.283 -0.220 -0.231 0.082
H 3.841416 -4.038845 -4.445571 -0.708 -0.200 0.016 0.080
H 2.587227 -2.734094 -4.639358 0.600 -0.801 0.677 0.083
C -6.995975 1.649674 2.833273 -0.867 -0.594 1.493 -0.100
C -6.336575 2.706492 1.995580 0.346 0.008 -0.714 -0.289
O -5.469785 2.043531 1.053796 -0.166 0.249 -0.153 -0.180
C -4.959246 2.865895 0.016650 0.614 0.817 -0.562 -0.280
C -3.754853 2.221633 -0.678063 0.772 1.008 0.365 -0.081
H -7.496312 0.906051 2.192341 0.312 0.212 0.132 0.074
H -6.220281 1.119375 3.456618 -0.929 0.471 -0.507 0.081
H -7.841585 2.057182 3.516457 1.648 -0.428 -1.010 0.104
H -7.113871 3.293361 1.470439 0.447 -0.007 0.087 0.121
H -5.687617 3.346553 2.603850 -0.349 0.281 0.001 0.118
H -5.700621 3.080388 -0.779989 -0.175 -0.286 0.529 0.117
H -4.633566 3.877898 0.368556 -0.309 -0.663 0.216 0.124
H -3.486566 2.751405 -1.602028 -0.485 -0.007 0.092 0.075
H -3.931897 1.205019 -0.935077 -0.265 -0.934 -0.173 0.055
H -2.802073 2.284245 -0.119668 -0.614 -0.178 0.225 0.067
C 0.107089 -3.705800 2.398264 0.141 0.191 1.849 -0.061
C 0.342231 -2.170314 2.449720 -0.177 -1.840 0.488 -0.275
O -0.204968 -1.874390 3.717722 0.405 1.139 0.673 -0.204
C 0.253774 -0.636499 4.270316 -1.824 -0.025 0.357 -0.260
C -0.800466 -0.181195 5.302669 -0.129 0.682 -0.665 -0.075
H 0.852262 -4.237658 3.068064 -1.061 0.644 -0.496 0.092
H -0.954300 -3.848962 2.780845 1.388 -0.021 -0.412 0.102
H 0.192258 -4.179744 1.456095 0.070 -0.180 -1.242 0.031
H 1.398936 -1.855395 2.438904 -0.248 -0.232 -0.376 0.118
H -0.266366 -1.739093 1.659839 0.187 0.538 -0.169 0.078
H 1.206328 -0.726601 4.789796 0.351 -0.186 -0.301 0.115
H 0.297579 0.118645 3.470839 0.246 -0.078 0.149 0.110
H -0.484788 0.817326 5.688370 -0.522 -0.661 -0.189 0.086
H -0.931671 -0.861105 6.125722 0.512 -0.401 0.457 0.061
H -1.824914 -0.162712 4.866991 0.809 0.463 -0.023 0.066
N 2.521555 1.672525 -3.605275 -0.152 -0.269 -0.129 -0.002
C 3.294783 0.539977 -3.624272 1.959 2.049 -0.800 -0.117
C 4.565620 0.916259 -4.165889 -2.006 -1.523 0.607 -0.101
C 4.451311 2.250902 -4.574002 -0.630 1.634 0.268 -0.131
C 3.203349 2.738872 -4.140346 0.509 -1.090 -0.705 -0.132
H 1.509975 1.626790 -3.458730 0.612 0.329 0.245 0.114
H 2.909581 -0.352319 -3.220636 -0.082 -0.974 0.300 0.071
H 5.399904 0.225262 -4.253816 -0.197 0.329 -0.136 0.089
H 5.152010 2.854731 -5.167861 -0.206 -0.420 0.665 0.094
H 2.718309 3.699088 -4.229642 0.164 -0.070 -0.124 0.099
N 3.592741 2.257696 0.394837 0.037 -0.834 -3.259 -0.009
C 3.202571 2.734582 1.609341 -1.170 0.291 0.633 -0.151
C 4.114707 3.706164 1.928643 0.221 -0.537 0.137 -0.134
C 5.112958 3.731974 0.945576 0.633 0.854 -0.558 -0.129
C 4.730091 2.897721 -0.077754 0.127 0.654 1.224 -0.120
H 3.059389 1.810503 -0.369576 -0.130 0.042 1.441 0.134
H 2.294032 2.390834 2.186811 1.283 0.378 -1.112 0.116
H 4.106441 4.419908 2.698476 -0.173 0.247 1.312 0.076
H 5.995694 4.377240 1.019220 -0.495 -0.301 -0.398 0.098
H 5.114635 2.927456 -1.101156 -0.408 -0.827 0.454 0.113
N -0.458101 0.493246 -1.055206 -0.319 -0.607 0.023 0.037
C -0.991802 0.754791 -2.292752 1.192 0.449 0.706 -0.127
C -0.748973 2.079318 -2.554617 -0.399 0.383 0.400 -0.130
C -0.194098 2.642522 -1.357986 0.757 0.721 -0.291 -0.114
C 0.032024 1.621474 -0.491018 -0.632 0.283 -0.043 -0.164
H -0.612962 -0.341402 -0.532181 -0.123 -0.650 0.121 0.109
H -1.380008 -0.033415 -2.882752 -0.350 -0.435 -0.448 0.100
H -1.002167 2.578002 -3.472295 -0.085 0.180 -0.034 0.096
H 0.085337 3.654407 -1.065237 -0.165 -0.164 -0.698 0.105
H 0.388855 1.684627 0.514517 0.150 -0.268 0.299 0.099

=====

91
Properties=species:S:1:pos:R:3:forces:R:3:lowdin_charge:R:1 method="wB97M-V/def2-TZVPD" molar_mass_g_mol=711.56 total_energy_ha=-3525.73813 fmax_ha_per_bohr=0.0644 spin_multiplicity=2 charge=0 e_homo_ev="-5.041 / -5.041" s2=0.76
O -3.166272 0.321857 0.143000 0.250 -0.758 0.808 -0.157
C -3.560693 -0.168883 1.479612 0.524 0.411 -0.827 -0.153
C -4.488799 -1.193229 0.836878 0.042 -0.165 0.301 -0.081
H -4.020470 0.633844 2.082707 0.442 -0.416 -0.201 0.124
H -2.702141 -0.660679 1.980475 -0.320 0.599 -0.033 0.108
C -3.741208 -0.858662 -0.498005 -0.551 1.075 1.343 -0.530
H -5.529563 -0.863997 0.888685 0.032 -0.324 -0.193 0.115
H -4.328202 -2.207639 1.264283 -0.475 0.502 -0.520 0.105
C -4.491059 -0.340498 -1.700504 0.004 -0.058 -0.330 -0.005
H -4.987596 0.583638 -1.427184 -0.207 0.040 0.014 0.092
H -5.208875 -1.044568 -2.102434 -0.271 -0.286 -0.006 0.083
H -3.798486 -0.108487 -2.523659 -0.010 0.001 0.300 0.087
C -2.814681 -1.973592 -0.851812 -0.861 -1.510 -1.007 -0.046
H -3.358613 -2.926853 -0.765071 0.149 1.228 -0.400 0.045
H -1.975346 -2.195876 -0.229080 0.702 0.724 0.706 0.057
H -2.538931 -1.906563 -1.898967 0.178 -0.050 -0.011 0.056
Ti -0.071266 -3.214898 -1.566243 0.560 2.222 -1.504 0.981
C 1.882379 -2.857289 -0.308135 -0.151 -1.226 1.211 -0.153
C 0.773160 -2.321100 0.397809 0.047 -0.455 0.926 -0.139
C -0.139724 -3.387821 0.661577 0.761 -0.317 1.283 -0.174
H 0.762907 -1.299259 0.813684 -0.543 -0.240 -0.562 0.028
C 0.421289 -4.602292 0.143885 0.754 0.663 0.599 -0.167
C 1.684530 -4.267567 -0.449338 -0.593 0.789 0.724 -0.123
H 2.459001 -4.947501 -0.730660 0.019 -0.374 -0.557 0.111
H 2.824474 -2.330931 -0.467161 -0.554 -0.090 -0.389 0.133
H -1.003292 -3.351091 1.348722 0.465 0.113 -0.816 0.138
H 0.130129 -5.600282 0.433678 -0.355 -0.003 -0.429 0.116
C 0.826487 -1.055931 -2.106335 -0.324 -0.041 -1.711 -0.146
C 1.566964 -2.074805 -2.835345 -1.082 0.809 -0.830 -0.163
C 0.681202 -2.626896 -3.792789 -0.789 0.382 0.723 -0.139
H 2.646368 -2.206364 -2.851101 -0.398 -0.127 0.300 0.126
C -0.634885 -2.039773 -3.606737 1.348 0.102 0.479 -0.145
C -0.499069 -0.990186 -2.618707 1.083 -0.806 -0.253 -0.104
H -1.220769 -0.212958 -2.345231 0.281 -0.596 0.147 0.125
H 1.259102 -0.294688 -1.479598 -0.119 -0.094 0.570 0.079
H 0.951847 -3.295571 -4.595455 -0.050 -0.257 0.166 0.108
H -1.473259 -2.233796 -4.260061 -0.083 0.023 0.173 0.107
O -2.877968 -4.769443 -0.898034 -2.867 -1.590 0.465 -0.212
C -2.795657 -6.050527 -1.548403 0.307 -0.549 0.117 -0.193
C -4.186581 -6.745645 -1.674968 0.309 0.073 0.091 -0.142
H -2.128264 -6.690120 -0.953224 -0.029 0.084 -0.170 0.114
H -2.347615 -5.887219 -2.526913 0.100 -0.035 -0.109 0.111
C -5.137937 -5.888660 -0.842077 -0.132 0.825 -0.035 -0.160
H -4.142519 -7.768238 -1.277822 0.104 0.273 -0.203 0.112
H -4.514143 -6.802320 -2.713424 0.096 0.002 0.062 0.107
C -4.237625 -4.819344 -0.200031 0.318 0.591 0.093 -0.131
H -5.662225 -6.433891 -0.052059 0.248 -0.102 -0.135 0.112
H -5.942055 -5.400301 -1.428672 0.623 -0.313 0.048 0.118
H -4.108551 -5.046875 0.869641 0.412 0.165 -0.359 0.127
H -4.724297 -3.826178 -0.279740 0.528 -0.605 0.090 0.101
C 1.899115 3.551392 -2.384103 -0.064 0.230 -0.560 -0.232
Si 1.686055 4.507472 -0.784924 -0.134 -0.686 1.186 0.307
C 2.928563 5.912863 -0.647523 -0.015 0.376 -0.404 -0.228
C -0.080834 5.159818 -0.665166 0.039 0.215 -0.339 -0.232
Si 1.979214 3.005509 1.001609 -0.090 0.287 0.263 -0.086
Te 0.017679 1.560085 1.050320 -0.379 -1.247 -0.697 0.308
Si 4.160543 2.070093 1.014062 -1.459 0.797 0.435 0.345
C 5.410333 3.457556 1.315262 0.374 -0.195 -0.131 -0.223
C 4.259864 0.779145 2.377172 0.418 -0.313 0.098 -0.216
C 4.426671 1.259404 -0.649579 0.496 -0.216 -0.215 -0.222
Si 1.300354 3.885469 3.072122 0.975 0.124 -0.689 0.233
C 2.451003 5.372631 3.330161 -0.128 0.239 0.773 -0.246
C -0.459733 4.510908 3.270628 -0.269 0.139 0.023 -0.240
C 1.634585 2.596397 4.407940 -0.030 0.029 0.346 -0.249
H 1.561272 4.187531 -3.216567 0.105 -0.206 0.001 0.026
H 1.292005 2.637150 -2.394224 0.053 0.181 0.137 0.017
H 2.941672 3.271867 -2.576814 -0.168 0.115 0.045 0.006
H 2.604977 6.724038 -1.316980 0.218 -0.016 0.117 0.024
H 2.999807 6.323436 0.368322 -0.085 -0.176 -0.197 0.017
H 3.931920 5.597473 -0.963274 -0.178 0.051 0.069 0.017
H -0.812946 4.342124 -0.629758 0.258 0.112 0.016 0.005
H -0.234628 5.792634 0.219342 0.103 -0.140 -0.168 0.020
H -0.277564 5.767878 -1.561221 -0.121 -0.019 0.176 0.022
H 5.382793 3.817441 2.355781 -0.057 -0.142 -0.325 0.024
H 6.417566 3.050633 1.122547 -0.130 0.249 0.103 0.024
H 5.256590 4.317526 0.645332 0.006 -0.277 0.206 0.014
H 4.072820 -0.216903 1.948437 0.033 0.183 0.176 0.018
H 5.274410 0.781481 2.806981 -0.235 -0.145 -0.019 0.028
H 3.537503 0.935684 3.189818 0.194 0.044 -0.326 0.004
H 3.866928 0.319733 -0.721908 0.009 0.114 0.059 0.009
H 4.138303 1.887793 -1.496450 0.049 -0.024 0.182 0.004
H 5.494003 1.028412 -0.744095 -0.030 -0.129 -0.186 0.027
H 2.060308 6.265439 2.822274 0.074 -0.172 0.061 0.019
H 2.488181 5.590929 4.408781 0.136 0.238 -0.163 0.019
H 3.478730 5.203379 2.984105 -0.252 -0.075 0.045 0.003
H -1.220088 3.790903 2.951154 0.248 0.046 0.015 -0.010
H -0.631768 4.730580 4.333649 0.061 0.000 -0.099 0.025
H -0.624462 5.443386 2.718391 0.062 -0.115 0.020 0.016
H 1.211199 1.616422 4.155023 0.046 0.253 -0.043 -0.001
H 2.708199 2.472055 4.605436 -0.198 0.091 -0.047 0.017
H 1.157657 2.942179 5.338280 0.147 -0.130 -0.090 0.023

=====

Q: What is the charge in the first record?
A: 0